C6H14N2 | ωB97M-V/def2-TZVPD

Computed properties:
- Kohn-Sham gap (eV) = 9.72
- charge = 0
- energy relative to the best compared isomer or geometry (same formula, charge and spin) (kJ/mol) = 59.8
- SMILES string = CC1(C)C[C@H](N)[C@@H]1N

XYZ file:
```
22
Properties=species:S:1:pos:R:3:mulliken_charge:R:1
C -0.751 -0.147 0.032 1.88
C 0.445 0.474 -0.764 -0.43
C 1.327 -0.731 -0.305 -0.15
C 0.227 -1.145 0.687 -1.24
C -1.749 -0.831 -0.895 -1.78
C -1.483 0.777 0.996 -1.81
N 0.971 1.755 -0.360 -0.71
N 2.630 -0.501 0.261 -0.66
H 0.276 0.521 -1.844 0.45
H 1.446 -1.457 -1.113 0.38
H 0.334 2.499 -0.620 0.28
H 1.095 1.792 0.646 0.25
H 3.254 -0.129 -0.447 0.28
H 2.579 0.184 1.008 0.26
H -0.069 -2.191 0.660 0.29
H 0.485 -0.880 1.711 0.31
H -2.465 -1.413 -0.317 0.41
H -2.296 -0.092 -1.477 0.41
H -1.236 -1.500 -1.581 0.41
H -0.796 1.263 1.687 0.41
H -2.197 0.204 1.584 0.42
H -2.028 1.547 0.451 0.35
```

---

C6H14N2 | ωB97M-V/def2-TZVPD

Computed properties:
- Kohn-Sham gap (eV) = 9.17
- charge = 0
- energy relative to the best compared isomer or geometry (same formula, charge and spin) (kJ/mol) = 171.5
- SMILES string = C/C=N\N(CC)CC

XYZ file:
```
22
Properties=species:S:1:pos:R:3:mulliken_charge:R:1
C -2.294 -1.501 -0.004 -1.27
C -1.742 -0.084 -0.053 -0.32
C 0.264 1.292 -0.599 -0.55
C 0.133 2.342 0.470 -1.12
C 1.531 -0.991 0.734 0.03
C 2.390 -1.159 -0.476 -1.08
H -3.379 -1.505 0.042 0.41
H -1.946 -2.092 -0.902 0.28
H -1.976 -2.052 0.906 0.30
H -2.003 0.462 0.853 0.34
H -2.245 0.464 -0.860 0.35
H 1.346 1.142 -0.859 0.23
H -0.217 1.541 -1.568 0.44
H -0.920 2.591 0.741 0.28
H 0.674 3.235 0.169 0.42
H 0.627 2.009 1.423 0.28
H 1.924 -1.397 1.640 0.45
H 3.276 -0.466 -0.469 0.25
H 2.732 -2.222 -0.432 0.34
H 1.783 -1.031 -1.378 0.33
N -0.287 -0.026 -0.274 0.31
N 0.329 -0.552 0.896 -0.69
```

---

C6H14N2 | ωB97M-V/def2-TZVPD

Computed properties:
- Kohn-Sham gap (eV) = 9.68
- charge = 0
- energy relative to the best compared isomer or geometry (same formula, charge and spin) (kJ/mol) = 122.1
- SMILES string = C[C@H](N)CC/C=C/N

XYZ file:
```
22
Properties=species:S:1:pos:R:3:mulliken_charge:R:1
C -0.507 -1.875 -1.732 -1.40
C -0.080 -0.432 -1.368 0.50
C 1.256 -0.279 -0.606 -0.83
C 0.990 -0.310 0.922 -0.58
N -1.033 1.959 3.204 -0.61
C -0.543 0.809 2.485 -0.20
C 0.153 0.895 1.360 -0.31
N 0.017 0.511 -2.509 -0.65
H -0.768 -2.262 -0.739 0.34
H 0.284 -2.430 -2.238 0.32
H -1.408 -1.944 -2.334 0.38
H -0.938 -0.014 -0.829 0.21
H 1.669 0.682 -0.890 0.43
H 1.865 -1.145 -0.877 0.30
H 1.936 -0.360 1.459 0.33
H 0.311 -1.148 1.128 0.23
H -0.903 2.820 2.677 0.27
H -2.054 1.903 3.233 0.24
H -0.755 -0.083 3.056 0.38
H 0.430 1.782 0.797 0.26
H -0.788 0.503 -3.130 0.22
H 0.865 0.417 -3.069 0.20
```

---

C6H14N2 | ωB97M-V/def2-TZVPD

Computed properties:
- Kohn-Sham gap (eV) = 9.86
- charge = 0
- energy relative to the best compared isomer or geometry (same formula, charge and spin) (kJ/mol) = 104.4
- SMILES string = [H]/N=C/NC.C/C=C/C

XYZ file:
```
22
Properties=species:S:1:pos:R:3:mulliken_charge:R:1
C 0.580 -2.093 -0.976 -0.14
C -0.551 -1.545 -0.573 0.14
C -1.811 -2.319 -0.309 -1.20
C 1.854 -1.347 -1.228 -0.82
H 0.634 -3.165 -1.141 0.26
H -0.618 -0.471 -0.422 0.20
H -2.089 -2.236 0.739 0.28
H -2.638 -1.929 -0.903 0.29
H -1.696 -3.368 -0.570 0.33
H 1.768 -0.299 -0.947 -0.02
H 2.155 -1.385 -2.276 0.32
H 2.673 -1.791 -0.658 0.32
C 1.341 2.559 0.608 -0.81
N 0.233 1.680 0.921 -0.15
C -1.054 2.118 1.038 0.03
N -1.933 1.431 1.646 -0.64
H 2.008 2.094 -0.111 0.26
H 0.932 3.449 0.132 0.26
H 1.891 2.853 1.498 0.30
H 0.387 0.816 1.423 0.26
H -1.224 3.070 0.527 0.29
H -2.841 1.879 1.580 0.23
```

---

C6H14N2 | ωB97M-V/def2-TZVPD

Computed properties:
- Kohn-Sham gap (eV) = 10.14
- charge = 0
- energy relative to the best compared isomer or geometry (same formula, charge and spin) (kJ/mol) = 61.7
- SMILES string = C=NC[C@@](C)(N)CC

XYZ file:
```
22
Properties=species:S:1:pos:R:3:mulliken_charge:R:1
C -0.189 0.047 -0.148 1.54
C 0.964 -0.997 -0.248 -1.11
C -1.418 -0.659 0.450 -0.80
C 0.268 1.212 0.733 -1.97
C -2.618 0.266 0.612 -1.31
N -0.547 0.581 -1.451 -0.71
C 3.200 -0.377 -0.459 -0.38
N 2.062 -0.444 -0.974 -0.35
H -0.841 -0.170 -2.067 0.27
H 0.269 1.015 -1.870 0.32
H 0.601 -1.854 -0.825 0.44
H 1.249 -1.342 0.760 0.45
H -1.148 -1.091 1.416 0.34
H -1.695 -1.482 -0.214 0.42
H -0.463 2.012 0.687 0.45
H 0.386 0.889 1.765 0.34
H 1.220 1.598 0.375 0.48
H 3.446 -0.740 0.545 0.27
H 4.003 0.059 -1.036 0.28
H -2.790 0.806 -0.315 0.34
H -2.452 0.985 1.410 0.28
H -3.506 -0.314 0.855 0.41
```

---

C6H14N2 | ωB97M-V/def2-TZVPD

Computed properties:
- Kohn-Sham gap (eV) = 10.41
- charge = 0
- energy relative to the best compared isomer or geometry (same formula, charge and spin) (kJ/mol) = 143.7
- SMILES string = [H]/N=C\CN.C/C=C/C

XYZ file:
```
22
Properties=species:S:1:pos:R:3:mulliken_charge:R:1
C 0.906 -1.054 -0.644 0.06
C -0.346 -1.481 -0.812 -0.23
C 1.923 -1.759 0.200 -1.21
C -1.276 -0.985 -1.874 -1.12
H 1.306 -0.312 -1.327 0.28
H 0.695 0.434 1.218 -0.17
H -1.381 0.190 0.503 0.18
H -0.709 -2.317 -0.225 0.26
H 2.589 -2.360 -0.429 0.38
H 1.442 -2.415 0.923 0.30
H 2.549 -1.043 0.724 0.34
H -1.414 -1.754 -2.639 0.37
H -2.263 -0.768 -1.462 0.34
H -0.882 -0.085 -2.349 0.28
C -0.017 1.244 1.569 -0.03
C 0.317 2.487 0.784 0.02
N -1.338 0.700 1.395 -0.61
N -0.307 2.974 -0.193 -0.68
H -2.040 1.433 1.393 0.27
H -1.175 2.479 -0.421 0.26
H 0.149 1.446 2.634 0.34
H 1.272 2.946 1.032 0.38
```